11
Properties=species:S:1:pos:R:3:forces:R:3:nbo_charge:R:1 method="wB97M-V/def2-TZVPD" e_homo_ha=-0.5497 lumo_ev=-6.79 gap_ha=0.3003 total_charge=+1
H 0.798 -2.632 0.694 0.351 0.016 -0.130 0.418
H -1.265 1.695 -0.469 0.113 -0.018 0.023 0.275
C -1.917 -0.290 -0.238 -0.560 -0.817 0.064 0.059
O -3.656 -1.826 -0.256 -0.947 -0.820 -0.001 -0.155
N 0.333 -1.757 0.498 -0.665 0.378 0.020 -0.590
H 0.975 1.260 -0.187 -0.307 -0.040 -0.024 0.464
Br 2.894 -0.560 -0.164 -1.087 -0.150 0.242 0.090
C 0.967 -0.757 0.150 1.741 -0.942 0.016 0.358
N -2.807 -1.054 -0.250 1.262 1.129 0.020 0.369
C -0.954 0.672 -0.271 0.539 0.418 0.001 0.207
N 0.334 0.471 -0.101 -0.439 0.846 -0.231 -0.496

---

23
Properties=species:S:1:pos:R:3:forces:R:3:nbo_charge:R:1 method="wB97M-V/def2-TZVPD" e_homo_ha=-0.5418 lumo_ev=-9.30 gap_ha=0.2001 total_charge=+1
H 4.235 -4.657 2.979 0.019 -0.069 0.048 -0.020
H -0.738 -1.423 0.084 0.257 0.280 -0.091 0.204
H -3.024 0.985 1.353 -0.254 -0.794 0.069 0.232
C 0.527 -0.522 -1.450 -0.507 -0.041 1.951 -0.390
H -1.713 -0.201 1.758 -0.213 0.773 -0.357 0.192
H 0.465 -0.495 -2.512 -0.150 -0.143 -0.793 0.238
H 4.360 -5.242 3.420 -0.018 0.070 -0.049 0.020
C -1.841 0.352 -0.328 1.042 -0.346 -0.333 -0.398
H 0.823 0.929 2.192 0.006 0.294 -0.002 0.367
C 1.813 0.798 0.404 -2.509 1.020 0.006 -0.385
H 2.087 0.730 -1.768 0.575 0.679 0.397 0.264
C -2.498 0.080 1.014 0.958 -0.557 0.563 -0.612
H -2.523 0.627 -1.135 -0.377 -0.294 0.045 0.244
H -1.452 -1.378 -1.436 0.011 -0.353 -0.591 0.244
C 1.289 0.751 -1.031 -0.878 -0.582 -1.153 -0.412
N 0.701 0.511 1.254 2.284 0.087 -0.880 0.043
H -3.027 -0.881 1.066 -0.798 0.619 -0.490 0.236
H 2.563 -0.030 0.568 -0.295 -0.022 0.178 0.396
H 0.622 1.638 -1.195 0.740 -0.568 0.246 0.245
H -1.326 1.309 -0.255 0.795 0.716 0.391 0.200
H 1.124 -1.395 -1.124 -0.006 0.305 -0.609 0.217
H 2.306 1.781 0.574 0.214 -0.630 0.782 0.293
C -0.858 -0.756 -0.782 -0.894 -0.443 0.672 -0.419

---

16
Properties=species:S:1:pos:R:3:forces:R:3:nbo_charge:R:1 method="wB97M-V/def2-TZVPD" e_homo_ha="-0.3013 / -0.2891" lumo_ev="-1.02 / -1.08" gap_ha="0.2637 / 0.2494"
C -0.354 0.607 0.001 0.679 1.658 -0.506 0.667
C -1.498 -1.746 0.889 -0.136 0.387 -0.137 -0.513
H -1.412 -0.192 -1.573 0.011 0.055 -0.016 0.386
O -0.427 1.447 0.906 0.165 -0.914 -0.437 -0.644
N 0.934 -1.388 0.846 -0.389 0.749 -0.235 -0.460
H -1.579 -2.622 1.520 0.064 0.014 -0.065 0.214
H 1.782 2.142 0.116 0.025 -0.253 -0.001 0.379
H -2.409 -1.301 0.513 0.011 0.005 0.019 0.205
H -2.013 1.273 -0.961 -0.016 -0.069 0.063 0.395
H 2.859 1.356 -0.911 -0.176 -0.114 0.056 0.368
N -1.208 0.680 -1.107 -0.012 -0.305 0.239 -0.836
N 1.885 1.542 -0.698 -0.302 0.846 -0.502 -0.635
C -0.330 -1.144 0.697 0.091 -1.200 0.397 0.111
H 1.240 -0.229 -1.312 -0.151 0.173 0.010 0.370
N 1.173 0.372 -0.492 0.122 -0.985 1.157 -0.379
H 1.356 -0.798 1.566 0.014 -0.047 -0.040 0.371

---

50
Properties=species:S:1:pos:R:3:forces:R:3:nbo_charge:R:1 method="wB97M-V/def2-TZVPD" multiplicity=3 e_homo_ha="-0.5273 / -0.5348" lumo_ev="-8.15 / -8.02" gap_ha="0.2279 / 0.2400" total_charge=+2
N 2.172 0.903 2.392 0.048 0.126 -0.136 -0.386
H 0.770 -2.522 1.257 -0.011 -0.030 0.007 0.210
H -5.232 3.128 -2.337 0.008 0.023 -0.009 0.247
C 1.271 -2.638 2.213 0.097 0.154 0.046 -0.413
H 1.244 2.651 1.644 -0.007 0.043 -0.017 0.210
F 3.245 -2.113 -2.288 -0.004 0.054 0.043 -0.270
C 1.446 -0.200 2.363 -0.041 0.026 0.039 0.457
C 0.368 -3.966 -3.448 0.044 -0.007 -0.009 0.299
C 1.686 -3.563 -3.255 -0.088 0.041 0.047 0.348
H 0.547 3.263 -0.819 0.026 -0.023 0.038 0.239
C 1.979 -2.470 -2.451 0.039 -0.086 -0.079 0.338
Mo -0.879 0.091 -0.043 0.746 0.043 -0.108 0.901
N 1.962 -1.392 2.580 0.058 -0.241 0.054 -0.377
C -1.162 1.990 -0.445 -0.046 0.210 -0.017 -0.246
H -5.064 -0.407 0.087 -0.032 0.018 0.030 0.250
C 1.583 2.234 2.592 0.032 -0.148 0.008 -0.413
H -2.806 0.100 0.717 -0.299 0.003 0.190 0.211
F -1.345 -1.484 -1.410 -0.132 -0.241 -0.264 -0.303
C 3.593 0.904 1.995 -0.178 0.026 -0.021 -0.415
H 3.815 0.001 1.433 0.035 0.040 0.021 0.228
H 2.029 -3.411 2.118 -0.027 -0.031 -0.012 0.241
S -0.333 -0.074 2.163 -0.024 -0.002 0.205 0.051
F 2.659 -4.230 -3.836 0.042 -0.023 -0.022 -0.255
H -6.329 1.157 -1.394 -0.004 -0.015 0.013 0.255
C -4.666 2.434 -1.729 0.109 0.031 0.022 -0.131
C -0.313 -2.199 -2.049 -0.126 -0.093 -0.079 0.271
F 0.103 -5.009 -4.201 -0.019 -0.013 -0.015 -0.244
C -2.600 3.829 -1.960 0.003 0.017 -0.039 -0.082
C -2.560 1.808 -0.668 -0.247 -0.090 0.041 -0.074
H 0.756 2.188 3.294 -0.003 0.026 -0.009 0.236
H 3.736 1.765 1.344 0.053 -0.004 -0.006 0.234
H 4.250 0.994 2.857 0.033 0.022 -0.035 0.231
C -3.245 0.689 -0.116 -0.037 -0.125 0.550 -0.318
H -3.134 4.553 -2.563 -0.010 0.000 -0.008 0.246
H 2.972 -2.393 4.086 0.049 -0.013 0.005 0.240
F -1.927 -3.631 -2.985 -0.022 0.003 0.001 -0.254
H 0.558 -2.924 2.986 -0.019 -0.022 -0.015 0.234
C 0.967 -1.753 -1.827 0.002 0.095 0.060 -0.296
H 3.389 -0.682 3.959 0.017 -0.076 0.004 0.227
C -4.567 0.440 -0.364 -0.043 0.289 -0.422 -0.083
C 3.181 -1.583 3.390 -0.189 0.009 -0.031 -0.414
C -0.667 -3.272 -2.834 0.079 0.035 0.028 0.305
H -0.772 4.919 -2.072 0.003 0.005 0.008 0.253
C -3.289 2.696 -1.488 0.005 0.046 -0.057 0.005
C -5.281 1.335 -1.198 0.011 -0.144 0.054 -0.199
C -0.517 3.113 -0.946 -0.157 -0.093 -0.103 -0.123
H 4.031 -1.851 2.766 0.040 -0.007 0.039 0.229
S 1.274 -0.323 -0.839 0.177 0.030 -0.023 0.059
C -1.262 4.039 -1.679 0.056 0.065 -0.031 -0.206
H 2.362 2.869 3.008 -0.044 0.050 0.012 0.243

---

14
Properties=species:S:1:pos:R:3:forces:R:3:nbo_charge:R:1 method="wB97M-V/def2-TZVPD" e_homo_ha="-0.2844 / -0.2844" lumo_ev="0.69 / 0.69" gap_ha="0.3096 / 0.3096"
N -0.233 1.315 -1.612 0.629 -0.367 0.473 -0.433
H 2.348 -0.286 1.712 -0.047 -0.012 -0.177 0.176
H -2.442 -0.526 0.418 0.010 -0.022 0.036 0.309
H -1.909 1.337 0.273 0.009 -0.133 -0.184 0.239
C -1.187 -0.710 0.272 0.067 0.043 -0.057 -0.510
H -0.848 -0.716 1.298 -0.009 0.103 -0.144 0.253
C 0.642 0.686 -1.122 -0.599 0.424 -0.167 0.247
H -1.132 -1.631 -0.300 0.066 0.123 0.151 0.253
C -1.788 0.443 -0.331 0.022 -0.019 -0.018 -0.345
H 3.051 0.853 0.449 -0.147 -0.184 -0.029 0.182
O 2.309 -1.001 -0.305 -0.019 -0.205 -0.143 -0.476
C 1.178 -0.182 -0.168 -0.159 0.234 -0.059 -0.031
C 2.354 0.043 0.672 0.082 0.140 0.217 -0.115
H -2.343 0.375 -1.255 0.096 -0.125 0.102 0.249

---

53
Properties=species:S:1:pos:R:3:forces:R:3:nbo_charge:R:1 method="wB97M-V/def2-TZVPD" smiles="CCN(Cc1ccccc1)C(=O)CN1C(=O)N[C@@](CC)(c2ccc(F)cc2)C1=O" e_homo_ha=-0.3282 lumo_ev=0.73 gap_ha=0.3550
C 1.762 0.671 1.550 0.340 0.181 -0.169 0.679
H -1.709 0.530 -1.430 0.042 0.120 0.119 0.419
N -0.706 0.475 -1.456 -0.267 -0.218 -0.208 -0.622
C -1.947 -1.569 3.339 -0.026 -0.088 0.045 -0.206
C -2.436 0.401 2.075 -0.050 0.056 -0.076 -0.203
H 0.133 -2.776 -1.041 0.076 -0.001 0.015 0.219
H -1.472 -0.207 -6.172 -0.051 0.034 -0.096 0.230
H -0.364 -1.612 0.185 0.071 -0.021 -0.031 0.244
O -0.276 2.383 -0.247 -0.093 0.343 0.318 -0.638
F -0.142 -2.177 -7.196 0.015 0.020 0.090 -0.325
C -0.757 -1.004 3.760 0.009 0.154 0.040 -0.228
H -1.414 0.442 -3.792 -0.034 0.079 0.020 0.219
H 1.530 0.102 4.259 -0.093 0.095 0.048 0.210
H -0.982 1.957 2.155 0.056 0.105 -0.057 0.228
H 3.278 0.876 0.004 -0.074 0.087 0.046 0.255
C 0.710 -2.187 -3.687 -0.106 0.050 -0.043 -0.176
C -0.868 -0.755 -5.466 0.063 -0.179 -0.249 -0.279
H 2.306 2.375 0.234 0.085 -0.074 0.020 0.230
C 1.418 -0.418 -1.315 -0.143 -0.046 -0.290 0.746
H -0.096 -1.562 4.406 0.107 -0.070 0.039 0.209
H -2.213 -2.564 3.667 -0.021 -0.084 0.029 0.212
O 1.363 -0.480 1.524 0.139 -0.188 -0.016 -0.638
C 0.055 1.340 -0.754 0.125 0.008 -0.275 0.813
H 3.079 2.873 2.144 -0.012 -0.002 0.115 0.203
C 0.689 -2.545 -5.021 -0.089 0.017 -0.199 -0.274
C -2.787 -0.871 2.490 -0.093 -0.071 -0.058 -0.229
C -1.250 0.972 2.502 0.065 0.000 0.150 -0.257
H 0.377 3.849 3.213 -0.114 0.016 0.075 0.207
C -0.013 -0.757 -1.761 0.146 -0.446 0.137 0.001
H -3.085 0.959 1.415 -0.070 0.054 -0.051 0.210
H 1.346 -2.722 -3.001 0.058 -0.072 0.064 0.239
C -0.504 -1.911 -0.857 -0.123 0.049 -0.003 -0.386
C -0.056 -1.120 -3.227 0.014 0.127 -0.058 -0.049
H 2.558 2.878 3.825 0.084 -0.050 -0.145 0.202
C -0.392 0.268 3.339 -0.237 0.003 0.162 0.090
N 1.663 1.437 2.648 -0.058 -0.096 0.376 -0.433
C 2.296 1.288 0.242 -0.207 -0.125 0.053 -0.310
H 1.281 -3.368 -5.389 0.058 -0.081 -0.063 0.231
H -2.625 -1.458 -0.833 -0.147 0.076 0.047 0.194
N 1.361 0.834 -0.762 0.145 0.429 0.081 -0.478
H -2.229 -3.138 -0.512 -0.109 -0.053 0.048 0.224
C 0.921 0.873 3.772 0.021 -0.267 -0.040 -0.250
C 1.180 3.859 2.479 0.231 -0.137 0.022 -0.636
H 0.745 3.702 1.495 -0.024 -0.001 -0.068 0.241
C -0.834 -0.403 -4.128 0.104 -0.148 0.114 -0.186
O 2.403 -1.093 -1.443 0.082 -0.153 0.075 -0.574
C -1.961 -2.273 -1.112 0.276 0.012 -0.043 -0.617
H -2.120 -2.514 -2.161 -0.095 -0.057 -0.083 0.212
H 1.656 4.836 2.504 0.013 0.150 0.046 0.214
H 0.738 1.679 4.487 0.094 -0.028 -0.035 0.213
C -0.108 -1.827 -5.893 -0.035 0.100 0.136 0.394
H -3.711 -1.319 2.151 -0.077 -0.031 -0.018 0.212
C 2.207 2.772 2.793 -0.071 0.421 -0.155 -0.203

---

14
Properties=species:S:1:pos:R:3:forces:R:3:nbo_charge:R:1 method="wB97M-V/def2-TZVPD" e_homo_ha=-0.3270 lumo_ev=0.58 gap_ha=0.3483
H 1.906 -0.217 -1.367 -0.344 1.959 3.775 0.382
H -0.006 -0.700 1.748 1.944 0.427 3.812 0.213
H 0.185 2.670 0.891 -1.162 0.585 0.142 0.230
C 0.414 -0.931 -0.295 3.509 -4.468 -0.992 -0.162
C -0.821 0.537 0.160 -5.188 2.923 3.009 -0.369
C -0.537 -0.892 0.931 -0.270 1.778 -3.649 -0.376
H -1.441 -1.525 1.073 0.997 0.423 -0.724 0.245
H 1.089 -1.860 -0.655 -2.366 1.325 0.788 0.210
H -1.887 0.821 0.432 1.117 0.131 -0.911 0.244
O -1.354 -0.759 -1.973 2.175 2.500 2.717 -0.522
N 1.363 1.374 0.003 -0.710 0.901 0.141 -0.202
C -0.637 -0.292 -1.044 -3.068 -2.956 -3.654 0.532
N 1.563 0.037 -0.280 0.614 -0.987 -3.156 -0.438
C 0.162 1.738 0.376 2.752 -4.540 -1.299 0.013

---

12
Properties=species:S:1:pos:R:3:forces:R:3:nbo_charge:R:1 method="wB97M-V/def2-TZVPD" e_homo_ha=-0.3188 lumo_ev=0.29 gap_ha=0.3296
H 1.301 1.532 -0.282 0.404 -0.074 0.053 0.360
N 0.303 1.399 -0.192 -0.273 -0.743 -0.233 -0.559
C -0.204 0.230 -0.980 0.814 0.113 -2.323 -0.194
C -1.297 0.163 0.029 -0.775 -0.267 0.557 -0.033
C 0.612 -0.989 -0.550 0.194 -0.238 -0.628 -0.196
S -2.871 -0.127 0.043 0.451 0.146 0.193 0.088
C 0.676 -0.812 0.757 0.087 0.753 0.701 -0.195
H 1.114 -1.404 1.541 -0.010 -0.111 0.080 0.227
C -0.089 0.529 0.936 -0.275 -0.166 1.745 -0.169
H 0.975 -1.797 -1.197 -0.264 0.432 0.390 0.232
H -0.343 0.320 -2.052 -0.311 0.315 -0.027 0.217
H -0.177 0.957 1.947 -0.043 -0.158 -0.507 0.221